160
Properties=species:S:1:pos:R:3:forces:R:3:lowdin_charge:R:1 method="wB97M-V/def2-TZVPD" smiles="CCN(CC)CC.CCN(CC)CC.CCN(CC)CC.CCN(CC)CC.CNC(C)=O.CNC(C)=O.CNC(C)=O.CNC(C)=O.CNC(C)=O.CNC(C)=O" e_homo_ev=-7.6 de_lowest_ev=0.218 total_energy_ha=-2660.52305 molar_mass_g_mol=843.3
O -2.0457 1.5107 -5.4804 0.06 -0.34 1.14 0.017
O -2.4420 2.0032 4.5532 -0.04 0.99 -0.62 0.046
O -1.2685 -4.2341 7.0879 -0.07 0.19 -0.78 0.019
O -1.1637 0.3886 -0.7371 0.26 -0.08 0.87 -0.003
O 2.8888 0.9161 -4.8040 -0.73 -0.81 -0.81 0.055
O 1.0375 -3.1044 3.1729 0.25 0.44 -0.77 0.022
N 2.9246 1.5727 -2.6415 -0.56 0.54 0.41 0.031
N -3.2362 -4.6580 -0.2489 -0.25 -0.56 -0.10 -0.171
N -1.3357 1.0034 1.4269 0.36 -0.02 -0.09 0.046
N 2.2338 -1.4794 2.1337 -0.13 0.40 0.54 0.027
N -1.4091 1.5721 -3.2878 0.45 -0.53 0.59 0.009
N 2.5561 -3.5378 -3.3984 1.14 0.75 0.81 -0.208
N -2.0566 -3.3714 5.1510 -0.31 0.09 -1.24 0.022
N -1.6798 5.7977 0.3220 0.13 -0.67 -0.21 -0.195
N 4.0154 3.0291 -0.2194 -0.70 -0.10 -0.64 -0.221
N -3.3898 0.3513 5.7267 -0.19 -0.53 0.58 0.013
C -0.6302 -5.3586 5.0862 0.39 -0.19 0.29 0.002
C 1.5103 -5.2938 -4.9039 0.53 -0.37 -0.37 -0.079
C 2.8585 -2.5055 -4.3733 -0.40 -0.33 -0.35 -0.255
C -0.9426 -5.1918 0.4842 -0.09 0.79 0.66 -0.080
C 4.0265 4.4649 -0.4812 0.73 -0.12 0.21 -0.248
C -1.3459 -4.2908 5.8614 -0.18 0.10 1.05 -0.542
C -0.7400 6.5287 1.1484 -0.18 0.26 0.51 -0.263
C 2.5685 -4.8883 -3.8608 -0.89 -0.43 0.36 -0.253
C -0.4300 5.8339 2.4741 0.30 -0.33 -0.76 -0.071
C -0.6067 6.2875 -1.8559 0.44 -0.63 -0.19 -0.091
C -3.2789 -3.7024 -2.5414 0.54 -0.41 -0.05 -0.083
C 3.9971 2.9511 -4.3087 -0.39 0.08 -0.16 0.010
C -1.6404 -1.3497 0.8036 0.34 -0.17 0.06 0.022
C -5.0785 -4.3260 1.4400 0.46 0.46 0.32 -0.089
C 3.2771 2.9630 2.2118 -0.74 0.88 0.38 -0.081
C -1.1248 2.4132 1.1704 -0.65 0.27 0.01 -0.050
C 2.2607 -3.7269 1.2103 0.66 -0.06 -0.65 0.007
C -2.4211 -5.5600 0.5657 0.42 -0.05 -0.38 -0.243
C -1.1319 0.0558 4.8687 0.03 0.04 1.12 0.007
C -2.9433 5.4896 0.9772 -0.29 -0.05 0.13 -0.261
C 4.2343 -2.6853 -4.9735 -0.06 -0.06 -0.93 -0.084
C 2.7124 5.0231 -1.0071 0.50 0.00 0.15 -0.072
C 1.9565 -0.4537 3.1262 0.04 -0.11 0.50 -0.070
C 5.3270 2.4932 0.1067 0.25 0.55 -0.07 -0.255
C -1.3380 0.0827 0.4501 -0.40 -0.08 -1.13 -0.499
C -4.6510 -4.8172 0.0620 -0.38 -0.03 0.51 -0.265
C -0.8262 2.8868 -3.2943 -0.20 0.43 -0.55 -0.083
C 1.7790 -2.7552 2.2511 -0.15 -0.32 0.65 -0.518
C -3.6914 6.7058 1.5204 -0.14 0.41 0.45 -0.083
C 1.6834 -3.1557 -2.3024 -0.27 -0.69 -1.22 -0.222
C -1.8425 6.4236 -0.9862 0.06 0.51 0.29 -0.251
C -4.6129 1.0397 6.0570 -0.81 -0.13 0.06 -0.065
C 3.1762 1.7240 -3.9587 1.32 0.36 0.63 -0.571
C -1.9926 0.9871 -4.3617 -0.29 0.51 -0.88 -0.534
C -2.6701 -0.3478 -4.0633 1.18 0.36 0.16 0.001
C -2.3695 0.8985 5.0404 0.19 -0.24 -0.05 -0.565
C 3.0001 2.6238 0.7405 1.00 -1.00 0.82 -0.249
C -2.4210 -3.5023 3.7132 0.41 -0.65 1.62 -0.068
C -3.0670 -4.9489 -1.6778 0.24 0.50 -0.41 -0.260
C 6.2219 2.3814 -1.1193 -0.33 -0.05 0.11 -0.074
C 2.0793 0.5510 -2.0908 0.51 -0.90 1.28 -0.071
C 0.2157 -3.1018 -2.7356 -0.17 0.92 0.37 -0.072
H -1.5364 -1.5570 1.8701 -0.18 -0.05 -0.07 0.051
H 3.2538 2.2740 -1.9762 0.08 -0.19 -0.19 0.083
H -5.2351 -4.2616 -0.6725 0.12 0.04 -0.09 0.109
H -2.6902 5.9558 -1.4884 -0.03 0.04 0.04 0.118
H 0.4738 6.2537 2.9130 -0.14 0.20 0.20 0.073
H 1.0446 0.1073 2.9177 0.10 0.07 -0.24 0.061
H 1.8097 -3.8709 -1.4862 0.05 0.09 0.00 0.085
H -0.8192 -4.2635 1.0556 0.05 -0.03 -0.08 0.044
H -0.2683 0.6633 5.1390 -0.03 0.19 -0.33 0.095
H 2.0133 -2.1696 -1.9930 -0.04 0.06 0.35 0.084
H 0.4926 -4.9659 -4.7229 -0.01 0.15 0.27 0.050
H 4.2191 2.6708 2.6752 0.18 -0.29 -0.53 0.071
H -1.1230 7.5388 1.3834 0.11 0.07 -0.17 0.116
H 1.8463 -0.8582 4.1344 -0.03 -0.33 -0.17 0.088
H -3.7293 -0.2483 -4.2692 -0.10 -0.16 0.02 0.083
H 2.6386 0.0041 -1.3067 0.09 0.12 -0.19 0.077
H 1.8309 -0.2229 -2.8032 -0.31 0.36 -0.43 0.055
H -3.7256 -5.7580 -2.0333 -0.06 0.00 0.27 0.119
H 0.3495 -4.9679 4.8055 -0.14 0.13 -0.39 0.079
H 4.6243 2.7085 -5.1614 -0.07 0.03 -0.09 0.083
H 0.0004 2.9969 -4.0029 -0.03 -0.11 -0.03 0.086
H -2.8812 -3.9131 -3.5392 -0.39 0.05 -0.10 0.077
H -1.2674 5.8922 3.1633 0.07 -0.03 0.18 0.068
H 2.4889 2.4971 2.8102 -0.01 0.12 0.01 0.057
H -0.0910 2.6846 0.9626 0.07 -0.21 -0.01 0.067
H -4.7274 -4.9172 2.2877 -0.19 -0.47 -0.26 0.050
H -0.2034 4.7858 2.2576 -0.11 0.01 0.20 0.052
H 0.1397 -2.5454 -3.6737 -0.01 -0.07 -0.04 0.081
H 2.9822 1.5257 0.7047 -0.30 0.07 -0.26 0.097
H -2.5783 -6.6118 0.2699 -0.08 0.03 0.06 0.124
H 4.4769 -1.8723 -5.6627 -0.09 0.21 0.27 0.075
H -0.7849 6.4991 -2.9110 -0.23 0.24 0.09 0.079
H 4.9867 -2.7340 -4.1909 0.12 -0.15 0.00 0.079
H -1.5956 3.6161 -3.5675 0.16 0.06 -0.03 0.087
H 1.2005 0.8984 -1.5385 -0.15 0.30 -0.57 0.067
H 4.2637 -3.5659 -5.6210 0.22 -0.21 0.31 0.063
H -2.6600 -2.8893 -2.1653 -0.19 0.10 0.17 0.043
H 2.0114 2.9862 0.4762 0.01 0.09 -0.23 0.090
H -4.6543 -3.3415 1.6716 -0.25 0.13 -0.41 0.063
H -4.9011 0.8924 7.1008 0.44 0.08 0.07 0.085
H 3.0151 -1.2436 1.5516 -0.06 -0.50 -0.47 0.121
H 3.5456 -5.1589 -4.2589 0.13 0.10 -0.06 0.102
H 2.0243 5.1581 -0.1748 -0.30 0.25 -0.25 0.060
H 5.8288 1.6403 -1.8149 0.03 -0.08 0.01 0.071
H -0.4662 3.1389 -2.2987 -0.04 -0.21 0.09 0.059
H -6.1651 -4.2692 1.4726 -0.01 0.02 0.15 0.074
H -1.0479 -0.2742 3.8406 0.14 -0.35 0.06 0.046
H -2.5867 -2.6885 5.6516 -0.01 -0.07 0.57 0.100
H 2.2599 4.3996 -1.7793 0.00 -0.27 0.17 0.069
H -3.5644 4.9091 0.2874 0.06 0.26 -0.17 0.115
H 2.4274 -5.5326 -2.9854 0.03 0.06 0.07 0.113
H -2.2042 -1.1046 -4.6940 -0.27 -0.03 -0.18 0.080
H 0.1773 6.6601 0.5775 0.05 -0.01 0.02 0.092
H -1.4836 -3.6107 3.1718 -0.27 0.14 -0.46 0.054
H 2.0805 -2.5191 -5.1545 0.23 0.27 -0.21 0.120
H -3.1915 7.0899 2.4161 0.03 -0.01 -0.08 0.064
H 1.8008 -4.9358 -5.8941 -0.09 -0.01 -0.03 0.067
H 5.8043 3.1635 0.8401 0.14 -0.18 0.10 0.117
H 2.8747 -3.2764 0.4241 -0.10 0.23 0.20 0.072
H -0.2755 5.2445 -1.8268 0.01 0.10 0.07 0.045
H -0.2311 -4.0791 -2.8849 -0.01 -0.15 0.10 0.048
H -0.4166 -6.1832 5.7626 -0.25 -0.02 0.05 0.087
H 3.2774 3.7225 -4.5965 0.23 0.14 -0.05 0.086
H -2.4513 -0.6158 -3.0287 -0.41 -0.11 0.04 0.050
H 2.8432 -1.5058 -3.9498 -0.25 -0.07 0.36 0.080
H 4.6278 3.3165 -3.5034 -0.09 0.03 0.21 0.052
H -3.0230 -2.6506 3.4164 0.25 0.22 -0.10 0.075
H 2.8857 -4.5061 1.6478 -0.20 0.01 0.30 0.096
H -3.2455 -0.5344 6.1740 0.15 -0.07 0.03 0.118
H -1.2182 1.0299 -2.4420 -0.49 0.15 -0.53 0.067
H -1.7424 2.7443 0.3348 0.13 -0.04 -0.10 0.089
H -2.7081 -5.4509 1.6090 -0.19 -0.14 0.02 0.084
H -4.9729 -5.8717 -0.0286 0.15 0.02 -0.13 0.121
H 1.5080 -6.3880 -4.9345 -0.09 0.05 -0.20 0.070
H -1.1147 -0.7637 5.5885 -0.02 -0.35 -0.44 0.077
H 3.1934 4.0434 2.3769 -0.03 -0.06 0.04 0.071
H -1.4720 2.9519 2.0488 0.15 -0.01 0.07 0.065
H -4.7155 6.4961 1.8381 0.06 -0.27 -0.15 0.073
H 2.9526 5.9573 -1.5146 -0.33 0.27 0.32 0.083
H -1.5995 0.7466 2.3582 -0.07 -0.04 0.09 0.085
H 1.4399 -4.2139 0.6928 -0.22 0.01 0.26 0.044
H -2.6145 -1.6504 0.4148 -0.17 0.21 0.26 0.089
H -4.3212 -3.3963 -2.5990 0.01 0.08 -0.06 0.069
H 5.2190 1.5165 0.5778 -0.12 -0.04 0.03 0.116
H -2.0541 -5.3062 -1.8696 0.01 0.04 0.18 0.091
H 0.2405 6.8954 -1.5359 -0.14 0.11 0.05 0.060
H -0.3781 -2.5253 -2.0131 -0.04 -0.25 0.00 0.056
H 6.2379 3.3369 -1.6381 0.30 0.01 -0.07 0.055
H -2.7725 4.7907 1.8022 0.15 0.14 0.01 0.091
H -3.7485 7.5463 0.8252 0.05 -0.18 -0.17 0.070
H -0.9583 -2.0025 0.2552 0.20 0.16 0.10 0.069
H 7.2294 2.1027 -0.8175 0.09 0.04 -0.12 0.076
H -0.5860 -4.9530 -0.5167 0.00 -0.36 -0.10 0.052
H -1.1744 -5.7197 4.2184 0.09 0.05 -0.13 0.068
H 4.8128 4.6979 -1.2035 -0.06 -0.29 -0.10 0.100
H -4.5164 2.1007 5.8574 0.07 0.02 -0.09 0.083
H -3.0568 -4.3863 3.6251 0.14 0.01 -0.39 0.066
H 4.3821 4.9687 0.4360 -0.39 0.33 -0.06 0.119
H 2.8176 0.2100 3.1691 -0.12 0.20 -0.15 0.074
H -5.4656 0.6314 5.5025 0.19 0.20 -0.27 0.085
H -2.0606 7.4969 -0.8346 -0.20 -0.07 -0.31 0.113
H -0.2953 -5.9130 0.9839 -0.05 -0.22 -0.24 0.083